Entry 1:
The following is a DFT calculation (the ωB97M-V functional and the def2-TZVPD basis) of a molecular structure, C6H10N2O2.

The highest occupied orbital energy is -9.5 eV. The relative energy (zero: lowest compared OMol25 entry of this formula, charge and spin) comes out at 283.7 kJ/mol. The largest force on an atom comes out at 4.457 eV/A.

Geometry (Å):
N  2.7281  0.6143  0.5559
C  -1.9058  0.1106  0.0291
H  -2.2785  0.4888  -0.9340
H  0.5990  -0.7615  1.3774
H  0.2407  -2.2948  -0.4651
O  -0.2438  3.0311  -0.3928
H  -1.7180  -1.8730  0.8968
N  -0.1919  -1.3785  -0.5128
C  1.8281  -0.0001  -0.1725
H  -2.2198  -1.9019  -0.8144
H  2.3326  1.2363  1.2549
C  -1.5837  -1.3826  -0.0861
C  -0.2428  1.8447  -0.6257
H  3.5344  -0.3415  -0.3972
H  -0.5682  1.2407  1.3846
C  0.4607  -0.4058  0.3371
H  -2.6686  0.3264  0.7852
C  -0.5470  0.7788  0.3908
H  -0.0426  1.4730  -1.6582
O  2.4872  -0.8051  -0.9530



Entry 2:
The following is a DFT calculation (the ωB97M-V functional and the def2-TZVPD basis) of 4 unconnected molecules or ions with the total composition C17H35ClO10P2.

The highest occupied orbital energy is -9.7 eV. The largest force on an atom comes out at 0.814 eV/A.

Geometry (Å):
P  3.7291  -0.8947  -2.6494
C  -0.1264  -2.9419  -0.4924
H  1.3730  -1.2116  6.9073
C  2.2105  -1.7446  -3.1734
C  0.0703  -0.9591  2.6274
H  -5.8290  0.8441  2.7703
H  -3.9558  1.6769  0.8491
C  0.5043  -0.9898  -1.2935
C  0.8197  -3.2276  -1.6229
H  -2.5349  2.4568  2.7775
H  1.7787  -2.1155  2.0312
H  2.2562  1.6808  -4.4047
H  -2.5044  0.6851  1.0848
O  -0.4283  -3.6079  0.4320
C  -3.2352  1.6281  2.8831
C  -5.4595  1.2834  3.7040
H  1.3780  2.7376  -2.3667
H  1.3706  -5.4797  -0.1007
C  1.5143  -1.6511  5.9199
C  -3.4573  0.9814  1.5252
H  -4.3667  -0.5051  4.2953
H  -0.5909  -1.5193  1.9687
H  -0.4970  -0.6955  3.5218
H  2.2805  -2.4244  5.9861
C  1.2300  -2.0299  -2.0825
C  1.2991  -1.7879  2.9570
H  0.0810  3.5168  -3.2665
O  -0.5206  -1.6197  -0.6167
C  0.7279  2.6380  -3.2347
Cl  3.2364  -4.8931  -2.1799
O  0.8528  -5.7640  -0.8688
O  4.7280  -0.8464  -3.7099
C  0.3663  4.5111  -6.3631
C  1.5507  2.5048  -4.5057
O  0.7302  0.1714  -1.1575
H  1.1358  0.1727  4.8214
O  4.1739  -1.7215  -1.3540
H  2.7546  0.5664  -1.3652
C  -5.1026  0.1919  4.6996
H  -0.4194  5.1522  -6.7636
H  -5.9920  -0.3825  4.9596
H  2.1466  3.4083  -4.6756
H  -4.6875  0.6274  5.6093
H  2.8094  -0.0557  5.2980
H  0.7898  5.0123  -5.4915
H  -0.7022  2.7245  -6.8864
H  -4.0775  0.0865  1.5998
H  4.1642  -1.1968  -0.5434
H  -0.9614  3.2376  -5.2278
H  0.0932  1.7636  -3.0978
O  -4.4056  2.1917  3.4442
C  1.9275  -0.5777  4.9272
O  0.7770  2.1912  -5.6524
H  -2.7789  0.9149  3.5799
O  3.3255  0.5597  -2.1472
H  -6.2674  1.8948  4.1059
H  0.3572  -0.0296  2.1313
H  1.7678  -1.1765  -3.9930
H  2.5653  -2.6824  -3.5943
P  1.1774  -4.9295  -2.2045
H  1.0130  -2.6967  3.4982
H  1.1548  4.4144  -7.1102
H  0.5768  -2.1316  5.6358
O  2.3056  -1.0829  3.6586
C  -0.2027  3.1460  -6.0139



Entry 3:
The following is a DFT calculation (the ωB97M-V functional and the def2-TZVPD basis) of 7 unconnected molecules or ions with the total composition C9H31NO7.

The highest occupied orbital energy is -7.7 eV. The relative energy (zero: lowest compared OMol25 entry of this formula, charge and spin) comes out at 157.3 kJ/mol. The largest force on an atom comes out at 2.945 eV/A.

Geometry (Å):
H  -3.6454  -0.9901  0.6778
H  -1.2781  1.2843  5.7305
H  1.8364  -2.2611  0.3280
H  -2.9955  1.6959  1.1880
C  2.4287  -0.6359  -2.0260
H  0.4377  1.8246  0.8494
H  -1.9206  -1.1083  3.0050
C  -0.2631  -0.2743  -0.6853
C  2.8060  -2.1126  -2.0259
C  1.0640  -0.4724  -2.7516
H  -3.4457  1.0658  -1.6627
H  -1.0027  -1.1058  -2.4391
H  -3.1746  2.5469  -1.5055
N  2.2823  -0.0921  -0.6038
H  4.4163  0.2476  -2.2898
H  -3.2519  3.9740  1.6678
H  -2.7121  -0.6499  4.2114
O  3.4959  -0.0112  0.1476
H  3.6037  0.9274  0.3177
H  3.5453  -2.3108  -1.2498
H  -3.4392  -1.5896  -0.6969
H  0.9512  0.5673  -3.0588
H  1.9894  -2.8339  -1.9940
C  3.4693  0.1952  -2.8270
O  -3.3806  -1.7967  0.2358
H  0.2535  -2.1911  1.0045
H  -4.1521  3.6849  0.4855
C  1.0460  -0.2884  0.1910
O  -3.0454  1.8133  -2.1067
C  1.1839  -1.6282  0.9294
H  -2.3438  0.9069  2.3037
O  -1.8521  -0.5761  3.7976
H  3.6623  -0.1584  -3.8398
C  0.8440  0.8719  1.1892
H  3.4297  -2.3667  -2.8830
O  -0.4476  1.4317  5.2779
H  1.6319  -1.5931  1.9224
H  3.1702  1.2382  -2.9310
H  -1.0815  -0.7157  -0.1166
H  0.0749  0.4410  1.8303
H  1.0324  -0.9185  -3.7456
O  -2.6336  0.8341  1.3943
H  -0.5276  0.7209  -1.0425
O  -3.3169  3.4341  0.8801
H  0.1305  -2.0126  -1.4066
H  -0.5535  0.9938  4.4334
C  -0.0530  -1.0613  -1.9060
H  1.7312  1.0548  1.7954



Entry 4:
The following is a DFT calculation (the ωB97M-V functional and the def2-TZVPD basis) of C4H7N3 in the gas phase.

The highest occupied orbital energy is -8.4 eV. The relative energy (zero: lowest compared OMol25 entry of this formula, charge and spin) comes out at 374.7 kJ/mol. The largest force on an atom comes out at 8.915 eV/A.

Geometry (Å):
N  -0.3982  2.3978  -1.4493
H  -0.4750  1.3520  1.6229
H  1.6696  -1.0376  -1.7286
N  -0.6939  0.2129  1.8923
C  0.5327  -1.0033  -1.4728
H  -0.2766  -1.0453  -2.5355
H  0.1252  -2.1870  1.9066
H  0.2424  -1.9992  -0.8964
C  0.1544  0.0315  -0.4647
N  0.4874  -1.6291  1.0833
H  0.4734  -2.1707  0.0504
H  -0.1845  0.2041  2.6939
C  -0.2298  1.3228  -0.8463
C  -0.0144  -0.3490  0.8175



Entry 5:
The following is a DFT calculation (the ωB97M-V functional and the def2-TZVPD basis) of a molecular structure, C19H18InN2S2.

The highest occupied orbital energy is -3.4 eV. The relative energy (zero: lowest compared OMol25 entry of this formula, charge and spin) comes out at 56.5 kJ/mol. The largest force on an atom comes out at 1.211 eV/A. As for the net charge: -1.

Geometry (Å):
N  -4.6318  -0.4051  0.7947
H  -4.2401  -0.2166  3.9341
C  2.6925  1.1153  -3.8723
H  2.0860  -2.2845  -3.6286
H  -0.2368  -0.2138  -1.6134
C  -0.4763  -0.3000  4.7721
C  3.2183  -0.2701  0.1705
H  2.2589  2.0212  -3.4460
H  -1.5187  2.3597  -0.5903
C  -3.1804  -0.2448  4.1681
C  2.0345  -0.2907  0.8937
C  2.5979  -1.3853  -3.9758
S  1.7900  -0.3099  2.6091
H  2.6620  1.1950  -4.9616
H  -3.1117  2.9171  -0.1408
C  -2.2727  -0.2355  3.1086
H  -0.0319  0.8269  -3.6079
C  -0.9076  -0.2829  3.4417
H  4.1774  -0.2712  0.6725
In  -2.6425  0.6913  1.0827
C  -2.7628  -0.3214  5.4884
H  -0.0773  -0.9412  -3.7377
H  3.7385  1.0638  -3.5695
H  4.0602  -0.2175  -1.7752
C  1.9091  -0.1990  -1.8885
C  0.0419  -0.3028  2.3359
C  0.7926  -0.2766  0.2441
H  -1.0750  -0.3237  6.8255
C  0.7402  -0.2340  -1.1492
H  0.5476  0.0296  -5.0751
C  -1.4046  -0.3194  5.7939
C  3.1386  -0.2292  -1.2075
H  2.5775  -1.3705  -5.0682
N  -0.2936  -0.2986  1.0874
H  0.5842  -0.2791  5.0005
H  -3.4870  -0.3673  6.2939
C  -5.8047  -0.4067  0.7310
H  3.6389  -1.4417  -3.6561
C  0.4978  -0.0480  -3.9877
C  1.9133  -0.1278  -3.4150
C  -2.1336  2.6309  0.2896
S  -7.4088  -0.4358  0.6282



Entry 6:
The following is a DFT calculation (the ωB97M-V functional and the def2-TZVPD basis) of a molecular structure, C31H80O13Sr.

The highest occupied orbital energy is -8.9 eV. The relative energy (zero: lowest compared OMol25 entry of this formula, charge and spin) comes out at 0.0 kJ/mol. The largest force on an atom comes out at 1.403 eV/A.

Geometry (Å):
H  1.9346  -3.2580  -5.3572
Sr  1.0607  -2.4225  0.0857
O  0.5839  -2.2340  -2.4498
C  -0.0926  -3.8001  4.6276
C  0.8610  2.7818  -3.8176
O  0.0601  -3.2376  2.2651
H  2.6243  -2.4042  -3.9612
H  1.4972  -1.5804  -5.0141
H  4.7089  -0.3804  -0.0569
H  0.2123  -2.7901  4.9010
H  -0.9661  1.6954  -3.6598
H  -5.3121  3.7623  -2.1208
H  0.0792  3.2089  0.8646
H  0.3805  0.7618  -2.1799
H  0.7569  -4.0416  -3.3988
H  1.5076  0.7456  3.5172
C  -4.4702  -1.9086  -3.0900
H  2.3801  3.4493  0.7128
H  -5.0525  -1.3567  -3.8333
H  -4.3970  0.1259  -0.3280
C  -4.9095  -0.3886  -1.1417
C  -4.3838  4.2624  -2.4057
H  -0.8444  4.5439  1.5870
H  -0.1316  1.7547  -6.0883
H  -1.3078  3.7077  4.2393
H  -1.5153  -3.5126  -3.8470
O  2.6517  1.4321  1.0117
H  4.7104  -2.5700  0.8751
C  1.4781  -0.2334  4.0013
C  5.2648  -0.8751  -2.0847
H  -2.3167  1.9186  -1.6366
H  -3.4265  3.6900  -0.5889
H  -4.2553  4.1312  -3.4835
C  0.5861  -2.9935  -3.6639
H  -0.7667  1.6917  2.6725
C  1.7199  -2.5490  -4.5594
O  -3.0619  2.3343  -2.1071
C  -3.2023  3.6753  -1.6652
O  2.3588  -1.1670  1.9661
H  5.0075  3.7614  0.9176
C  0.0705  1.4994  -3.9625
H  -4.7902  0.1744  3.2008
H  0.3785  -5.8934  1.8960
O  0.9400  0.0544  -0.4036
H  4.8166  -3.3531  -0.7255
O  -1.8898  -1.5075  2.8478
O  -2.3283  2.2790  1.4345
H  -3.7969  0.0634  1.7847
H  -5.0836  -2.6869  -2.6364
C  5.0877  -2.4680  -0.1464
H  -1.1872  -3.8025  4.6303
H  4.1679  -0.9926  4.7988
H  4.9821  2.1828  1.6505
H  -5.5021  -1.1985  -0.7058
C  -2.8305  -0.6573  3.5407
H  -1.1277  -5.5969  2.7565
H  6.3425  -0.9873  -1.9583
H  -3.6944  -2.4149  -3.6766
O  0.6009  0.4945  -3.0936
H  2.6400  2.2856  -1.4800
H  -2.7889  3.8389  3.3606
H  -3.6808  -0.6999  5.5465
C  3.5173  2.5987  -0.9098
H  -3.3242  -0.1659  -2.5656
H  -4.5195  5.3252  -2.1956
H  2.3017  -2.1875  3.7299
C  4.5621  -1.1925  -0.7778
C  -0.7738  -2.8989  -4.3494
H  4.9157  -1.5657  -2.8542
H  0.4634  -0.6199  3.8674
H  1.9002  2.6620  -4.1347
C  -1.9149  4.4598  -1.8942
H  2.7583  -0.5797  -1.3249
H  0.4921  3.8159  2.4722
H  -1.7480  -1.1280  1.9563
H  -0.6753  -3.2536  -5.3818
H  -1.9633  5.4546  -1.4369
H  -1.0921  3.9301  -1.4083
O  -2.9334  -1.7719  -1.3003
H  -1.7264  4.6220  -2.9575
H  -0.6800  -2.6810  2.6078
H  0.4186  3.5863  -4.4093
C  -2.0080  3.1227  3.6334
C  -0.3401  3.5950  1.7967
C  0.0780  0.9587  -5.3697
H  -2.1571  -1.5835  5.3566
O  3.1660  -1.3975  -0.9954
H  4.2995  1.8401  -1.0084
H  -3.6264  -2.2664  4.6784
H  -5.5868  0.3085  -1.6341
C  3.1628  2.6961  0.5690
C  4.3550  3.0502  1.4321
H  6.1754  -2.4395  -0.0572
H  -2.4315  2.3263  4.2397
O  -0.9573  1.1481  -0.7663
H  1.9476  1.1153  0.3963
H  4.6456  -1.2872  3.1022
H  0.1825  -6.3260  3.6141
H  1.0722  0.5843  -5.6359
H  4.0526  3.5153  2.3710
H  1.6547  -0.0974  5.0713
C  -3.8524  -0.9858  -2.0707
H  2.5376  -0.2492  1.6756
H  0.8431  3.0961  -2.7716
C  2.5066  -1.1730  3.3852
H  -0.6497  0.1611  -5.5129
H  -2.3280  -1.1689  -0.8395
C  -4.0704  -0.4767  2.6911
C  -0.0378  -5.5727  2.8519
C  -3.1027  -1.3268  4.8718
H  4.0815  0.2893  3.5853
C  -1.3209  2.6040  2.3841
O  -0.9435  -0.7525  0.4585
H  -2.3564  0.3236  3.6552
H  0.4339  -1.2938  -2.6996
H  3.9044  3.5281  -1.3273
C  0.4462  -4.2024  3.2684
H  1.5405  -4.1983  3.3259
H  -1.0813  -1.8553  -4.4209
H  -4.5655  -1.4257  2.4926
H  5.0837  0.1444  -2.4279
C  -0.3568  0.1741  -0.2183
C  3.9306  -0.7821  3.7572
H  -1.8700  2.0433  0.6107
H  0.2256  -4.5188  5.3834



Entry 7:
The following is a DFT calculation (the ωB97M-V functional and the def2-TZVPD basis) of a molecular structure, C4H12NO2.

The highest occupied orbital energy is -3.3 eV. The relative energy (zero: lowest compared OMol25 entry of this formula, charge and spin) comes out at 481.1 kJ/mol. The largest force on an atom comes out at 5.368 eV/A. As for the net charge: -1.

Geometry (Å):
H  1.4765  1.5375  -1.5290
H  -1.3701  1.5518  1.8866
H  1.6129  -1.0506  -0.0644
C  0.7330  1.2165  -2.2694
H  0.4948  -2.3086  -0.3288
H  -0.2133  1.3053  0.2894
H  0.9590  -1.9086  2.0975
C  0.5499  -1.2825  0.0527
H  -0.3263  0.7741  -0.2805
H  1.2382  1.2390  -3.2395
N  0.2915  -0.1530  -2.1002
H  -1.2771  -0.7789  -0.9921
H  -1.7355  0.1104  2.1178
O  -2.1312  1.0409  2.1749
H  0.7160  -0.1682  1.8201
H  -0.1121  1.9142  -2.3095
C  -0.2363  -0.4518  -0.9029
C  0.2950  -1.1948  1.5648
O  -0.9648  -1.3927  2.0127



Entry 8:
The following is a DFT calculation (the ωB97M-V functional and the def2-TZVPD basis) of a molecular structure, C22H51FGaN2O2P.

The highest occupied orbital energy is -6.2 eV. The largest force on an atom comes out at 0.796 eV/A.

Geometry (Å):
C  -6.8916  -2.2080  0.8276
C  4.6009  0.4480  -0.0977
C  -6.1912  -1.2349  -2.6071
H  4.7331  -2.8917  -0.3031
H  1.7815  2.9318  0.1450
H  4.4982  -2.2172  2.1498
C  2.2646  0.8245  -1.6027
C  1.9128  1.0852  1.2696
H  0.6182  1.6734  -2.6536
H  -2.6135  0.5058  -0.6052
H  1.0325  2.9716  1.7178
H  7.3006  1.2483  2.8023
H  4.0651  2.8542  1.3893
H  0.8824  0.7273  1.1524
H  -5.8599  1.6218  -2.0169
H  5.6675  -1.1547  0.8545
C  -5.4979  -1.8561  1.0257
P  2.8134  0.1831  -0.0036
C  5.6050  -0.0713  0.9416
C  5.3786  0.3396  2.4041
H  -7.0358  -2.2475  -4.3113
H  2.3073  3.8071  3.7084
H  -5.6540  2.9868  -0.9416
H  1.2363  -1.4810  -0.0943
O  -7.8885  -1.5954  1.1010
C  -7.7007  2.4290  -1.2221
C  6.2457  1.5232  2.8283
H  4.3280  0.5729  2.5856
H  -6.8048  0.8948  0.5070
H  2.7229  -2.0676  -0.7675
H  4.8663  0.0077  -1.0661
H  1.3759  -1.6022  -2.9075
H  2.7046  0.1969  -2.3820
H  -8.1778  1.9249  -2.0640
C  2.4708  -2.3498  1.3964
H  -5.3775  -2.7270  -3.9416
H  -0.3034  -2.0054  -3.2289
H  -0.2022  -0.7898  -1.0696
H  2.1512  -1.7423  2.2467
H  2.2164  0.7453  2.2612
H  3.9186  -4.4091  0.0768
H  6.0096  1.8402  3.8436
C  -0.0888  -0.2428  -2.0068
N  -5.9404  1.1645  0.0544
C  0.3903  -1.1742  -3.1134
C  -6.0595  -1.8766  -3.9815
C  2.3095  -1.5423  0.0959
H  -5.7119  -1.1545  -4.7215
H  -8.2510  2.1544  -0.3196
C  3.1474  3.3023  1.7785
H  4.7318  1.5248  -0.2407
H  -6.7528  -1.9274  -1.9642
F  -7.0417  -3.4161  0.1879
H  6.5839  0.2949  0.6247
H  3.1341  2.2507  3.6958
H  5.4855  -4.0380  0.7912
C  3.1657  3.2698  3.3040
H  6.1093  2.3826  2.1688
H  -6.8028  -0.3253  -2.7171
H  2.7516  1.7999  -1.7037
H  4.0674  3.7414  3.6929
C  0.7535  1.0124  -1.7949
C  -6.2184  2.0524  -1.0744
H  -4.8386  -2.7193  0.9759
H  0.3471  1.5566  -0.9390
H  -5.4091  -1.3858  2.0071
H  0.4458  -0.6523  -4.0707
H  -7.8304  3.5052  -1.3571
Ga  -4.8964  -0.3908  -0.2861
C  3.8429  -2.9614  1.6951
N  -3.0277  -0.0678  0.1228
C  4.5289  -3.6074  0.4967
H  5.6119  -0.5066  3.0527
C  1.9159  2.6195  1.1827
O  -4.9274  -0.9286  -2.0782
H  -1.0987  0.0928  -2.2448
H  3.1554  4.3422  1.4473
H  3.6969  -3.7214  2.4646
H  1.7462  -3.1630  1.3296
H  -2.5351  -0.9571  0.0966



| no. | E_tot (a.u.) |
| --- | --- |
| 1 | -494.53568 |
| 2 | -2564.15225 |
| 3 | -942.85838 |
| 4 | -320.74057 |
| 5 | -1830.84922 |
| 6 | -2238.21064 |
| 7 | -364.67225 |
| 8 | -3494.82998 |